56
Properties=species:S:1:pos:R:3 method="wB97M-V/def2-TZVPD" relative_energy_kj_mol=0.0 total_energy_ev=-41679.4401 homo_lumo_gap_ev=6.8 spin_multiplicity=1 e_lumo_ev=-0.83 total_charge=0 largest_force_ev_per_a=0.85
Pt -0.195 0.239 -0.010
C 1.721 0.956 3.770
C 2.517 2.057 3.475
C 2.465 2.614 2.210
C 1.596 2.087 1.256
C 0.737 1.009 1.556
C 0.852 0.433 2.823
C 1.529 2.560 -0.132
C 2.222 3.705 -0.588
C 2.030 4.152 -1.853
C 1.097 3.498 -2.688
C 0.802 3.975 -3.985
C -0.137 3.355 -4.758
C -0.823 2.237 -4.247
C -0.549 1.746 -3.000
C 0.434 2.352 -2.191
N 0.720 1.863 -0.934
H 1.785 0.500 4.751
H 3.191 2.458 4.220
H 3.116 3.445 1.970
H 0.253 -0.433 3.072
H 2.886 4.218 0.092
H 2.549 5.029 -2.222
H 1.328 4.851 -4.344
H -0.367 3.727 -5.747
H -1.583 1.754 -4.848
H -1.096 0.900 -2.619
N -6.284 -8.028 -1.631
C -5.609 -7.112 -1.464
C -4.765 -5.966 -1.256
C -5.304 -4.684 -1.336
C -4.489 -3.585 -1.131
C -3.136 -3.754 -0.855
C -2.603 -5.037 -0.780
C -3.412 -6.143 -0.976
C -2.261 -2.566 -0.638
C -2.333 -1.953 0.607
C -3.208 -2.303 1.668
C -3.048 -1.359 2.654
C -2.072 -0.460 2.181
N -1.630 -0.811 0.974
C -1.437 -2.193 -1.690
C -1.266 -2.875 -2.926
C -0.224 -2.261 -3.577
C 0.199 -1.212 -2.731
N -0.530 -1.146 -1.624
H -6.355 -4.558 -1.556
H -4.900 -2.585 -1.186
H -1.550 -5.163 -0.566
H -3.003 -7.142 -0.914
H -3.890 -3.138 1.666
H -3.564 -1.297 3.597
H -1.685 0.419 2.667
H -1.828 -3.735 -3.255
H 0.202 -2.519 -4.534
H 0.997 -0.505 -2.904

---

74
Properties=species:S:1:pos:R:3 method="wB97M-V/def2-TZVPD" relative_energy_kj_mol=0.0 total_energy_ev=-143237.7327 homo_lumo_gap_ev=8.7 spin_multiplicity=1 e_lumo_ev=0.06 total_charge=0 largest_force_ev_per_a=0.15
Al 0.616 1.409 -3.489
F -3.787 -3.544 -1.557
C -3.220 -2.461 -2.078
C -3.271 -1.259 -1.398
F -3.870 -1.200 -0.211
C -2.705 -0.132 -1.962
F -2.785 1.014 -1.271
C -2.086 -0.159 -3.204
S -1.536 1.327 -3.994
C -2.020 -1.388 -3.847
F -1.418 -1.495 -5.033
C -2.575 -2.530 -3.298
F -2.494 -3.699 -3.940
O 2.372 3.098 -6.136
N 1.734 2.629 -5.253
O 0.702 3.133 -4.737
O 2.051 1.486 -4.695
Cl 5.674 0.081 2.022
C 4.149 0.898 2.131
C 2.985 0.232 1.791
C 1.773 0.898 1.880
C 1.694 2.221 2.302
C 0.370 2.960 2.385
C 0.187 3.956 1.215
N 0.764 3.521 -0.057
C 2.087 3.691 -0.416
C 2.240 3.087 -1.619
N 1.022 2.558 -1.997
C 0.161 2.839 -1.035
O -0.726 2.099 2.621
C -1.503 1.601 1.529
C -2.499 0.648 2.096
C -3.847 0.816 2.076
Cl -4.717 2.133 1.398
S -4.695 -0.477 2.814
C -3.223 -1.274 3.182
C -2.147 -0.574 2.744
C 2.889 2.848 2.641
Cl 2.892 4.517 3.158
C 4.116 2.212 2.563
H 3.013 -0.798 1.464
H 0.874 0.364 1.603
H 0.407 3.578 3.283
H 0.679 4.891 1.473
H -0.869 4.169 1.071
H 2.779 4.227 0.208
H 3.118 2.997 -2.235
H -0.876 2.545 -1.036
H -0.881 1.090 0.789
H -2.038 2.414 1.031
H -3.235 -2.222 3.695
H -1.125 -0.897 2.886
H 5.023 2.732 2.835
C 0.974 -2.960 2.635
C 0.247 -3.506 1.439
C -0.774 -4.430 1.572
C -1.414 -4.944 0.453
Cl -2.692 -6.105 0.660
C -1.045 -4.545 -0.814
C -0.034 -3.602 -0.965
C 0.606 -3.092 0.152
O 1.645 -2.199 0.097
C 1.950 -1.622 -1.145
C 0.943 -0.576 -1.596
O 0.082 -0.136 -0.858
O 1.174 -0.168 -2.813
H 0.550 -3.356 3.557
H 0.918 -1.871 2.665
H 2.034 -3.222 2.603
H -1.075 -4.761 2.558
H -1.540 -4.960 -1.681
H 0.238 -3.290 -1.965
H 2.095 -2.365 -1.932
H 2.900 -1.101 -1.013

---

59
Properties=species:S:1:pos:R:3 method="wB97M-V/def2-TZVPD" relative_energy_kj_mol=8.3 total_energy_ev=-49468.1924 homo_lumo_gap_ev=7.5 spin_multiplicity=1 smiles=Fc1cccc(F)c1B(c1c(F)cccc1F)c1c(F)cccc1F.c1ccc(Cc2ccccc2)cc1 e_lumo_ev=-0.70 total_charge=0 largest_force_ev_per_a=1.69
F 0.140 2.482 1.545
C 0.755 1.451 2.214
C 0.717 1.536 3.591
C 1.074 0.425 4.351
C 1.468 -0.739 3.674
C 1.499 -0.754 2.292
F 1.793 -1.961 1.675
C 1.263 0.364 1.478
B 1.676 0.454 0.000
C 1.521 1.786 -0.758
C 0.752 2.222 -1.848
F -0.307 1.447 -2.292
C 0.961 3.436 -2.476
C 1.908 4.305 -1.943
C 2.693 3.922 -0.849
C 2.488 2.681 -0.300
F 3.315 2.269 0.727
C 2.425 -0.621 -0.778
C 2.133 -1.082 -2.078
F 0.877 -0.911 -2.610
C 3.050 -1.773 -2.856
C 4.295 -2.081 -2.302
C 4.594 -1.697 -0.996
C 3.667 -1.003 -0.263
F 4.014 -0.670 1.026
H -0.921 -0.315 -0.552
H 0.343 2.439 4.052
H 1.052 0.454 5.443
H 1.710 -1.653 4.208
H 0.377 3.684 -3.356
H 2.039 5.279 -2.387
H 3.474 4.536 -0.411
H 2.801 -2.052 -3.882
H 5.047 -2.612 -2.879
H 5.539 -1.878 -0.505
C -1.644 -0.591 0.168
C -1.839 -2.042 -0.067
C -0.974 -2.939 0.573
C -1.413 -4.218 0.876
C -2.657 -4.607 0.371
C -3.357 -3.793 -0.540
C -2.901 -2.502 -0.831
C -2.747 0.411 0.040
C -2.396 1.755 -0.154
C -3.363 2.715 -0.418
C -4.716 2.339 -0.420
C -5.055 1.011 -0.136
C -4.086 0.051 0.171
H -1.192 -0.459 1.160
H 0.015 -2.632 0.880
H -0.804 -4.890 1.487
H -3.074 -5.588 0.628
H -4.261 -4.202 -1.015
H -3.359 -1.843 -1.571
H -1.348 2.051 -0.162
H -3.064 3.742 -0.617
H -5.493 3.093 -0.610
H -6.114 0.747 -0.152
H -4.390 -0.979 0.381

---

66
Properties=species:S:1:pos:R:3 method="wB97M-V/def2-TZVPD" relative_energy_kj_mol=102.0 total_energy_ev=-122557.4474 homo_lumo_gap_ev="5.8 / 5.8" spin_multiplicity=1 e_lumo_ev="-7.68 / -7.68" total_charge=+2 largest_force_ev_per_a=0.89
W -0.804 -0.472 0.060
N 3.845 1.820 6.728
C 3.005 1.457 5.749
C 2.745 2.336 4.669
C 1.883 1.975 3.674
C 1.255 0.718 3.732
C 1.503 -0.173 4.790
C 2.365 0.196 5.784
S 0.189 0.269 2.512
O -0.644 -0.870 2.856
O -0.493 1.383 1.874
N 0.954 -0.328 1.112
C 1.272 -1.683 1.063
N 2.243 -2.306 1.669
C 2.330 -3.613 1.401
C 1.469 -4.277 0.525
C 0.467 -3.542 -0.069
N 0.377 -2.238 0.227
H 4.290 2.721 6.726
H 4.023 1.217 7.512
H 3.226 3.305 4.645
H 1.668 2.654 2.859
H 1.000 -1.129 4.824
H 2.553 -0.473 6.613
H 3.125 -4.145 1.909
H 1.577 -5.333 0.325
H -0.258 -3.956 -0.756
O -2.663 -0.410 0.806
N -2.512 -1.645 0.345
C -3.406 -2.553 0.457
C -4.677 -2.289 1.046
N -5.710 -2.066 1.494
C -3.058 -3.840 -0.077
N -2.699 -4.838 -0.515
C 2.337 0.746 -5.009
C 2.669 -0.342 -4.212
C 1.689 -0.966 -3.456
C 0.384 -0.477 -3.479
C 0.047 0.602 -4.290
C 1.029 1.209 -5.058
As -0.900 -1.445 -2.440
C -2.412 -0.242 -2.183
C -3.656 -0.898 -2.326
C -4.840 -0.223 -2.140
C -4.819 1.127 -1.777
C -3.621 1.789 -1.627
C -2.406 1.122 -1.818
C -1.120 1.811 -1.632
C -0.897 3.131 -2.006
C 0.387 3.642 -1.950
C 1.453 2.848 -1.523
C 1.235 1.555 -1.097
C -0.073 1.045 -1.106
H 3.098 1.224 -5.611
H 3.685 -0.714 -4.194
H 1.940 -1.838 -2.859
H -0.976 0.955 -4.340
H 0.770 2.037 -5.705
H -3.675 -1.940 -2.625
H -5.785 -0.730 -2.285
H -5.749 1.656 -1.612
H -3.612 2.829 -1.326
H -1.710 3.733 -2.392
H 0.571 4.662 -2.261
H 2.455 3.257 -1.507
H 2.060 0.964 -0.726